# 1
The following is a DFT calculation (the ωB97M-V functional and the def2-TZVPD basis) of a single C20H16N2O4S molecule in a non-equilibrium geometry.

Geometry as XYZ:
```
43
Properties=species:S:1:pos:R:3
O -1.89 -4.23 -3.63
S -2.59 -3.91 -2.39
O -2.90 -5.06 -1.47
C -4.15 -3.03 -2.86
C -4.69 -2.20 -1.94
C -4.11 -1.95 -0.57
O -4.81 -0.87 -0.03
C -4.21 -0.35 1.06
C -2.91 -0.33 1.33
N -2.41 0.24 2.48
N -1.07 0.77 2.48
C -0.22 0.46 1.46
C 0.97 1.20 1.46
C 1.97 1.05 0.54
C 3.20 1.77 0.54
C 3.68 2.35 1.71
C 4.91 3.18 1.60
C 5.69 3.41 0.51
O 6.81 4.23 0.50
C 5.26 2.83 -0.62
C 4.01 2.14 -0.65
C 1.69 0.15 -0.52
C 0.53 -0.65 -0.47
C -0.48 -0.42 0.47
C -1.94 -0.97 0.37
C -2.53 -1.89 -0.52
C -1.64 -2.61 -1.56
H -4.50 -3.33 -3.81
H -5.63 -1.63 -2.01
H -4.40 -2.82 0.09
H -4.81 0.13 1.83
H -3.07 0.71 3.08
H -0.64 1.22 3.33
H 1.21 1.73 2.40
H 3.16 2.26 2.61
H 5.48 3.47 2.50
H 6.83 4.62 -0.37
H 5.84 2.88 -1.53
H 3.42 1.88 -1.53
H 2.37 -0.05 -1.39
H 0.58 -1.41 -1.25
H -1.19 -1.90 -2.24
H -0.84 -3.07 -0.99
```

Computed properties:
Spin multiplicity: 1
HOMO, eV: -7.270
LUMO level, eV: -0.087
Strongest force on any atom, eV/A: 5.3
Total charge: 0
E_tot, eV: -42998.7890
Energy above the lowest of the compared OMol25 structures with the same formula, charge and spin, eV: 5.095

# 2
The following is a DFT calculation (the ωB97M-V functional and the def2-TZVPD basis) of C16H43ClO6ScSi2 as an isolated structure in a non-equilibrium geometry.

Geometry as XYZ:
```
69
Properties=species:S:1:pos:R:3
O -0.68 2.78 -1.90
O 1.59 0.74 -5.17
C -1.85 2.33 -2.61
C -3.01 3.18 -2.30
H -2.05 1.27 -2.34
H -1.57 2.36 -3.67
H -3.42 2.99 -1.33
H -3.80 2.97 -2.99
H -2.82 4.21 -2.35
C 0.00 3.99 -2.35
C -0.13 4.25 -3.81
H 1.05 3.92 -2.03
H -0.42 4.80 -1.75
H 0.17 3.39 -4.40
H 0.56 5.04 -4.10
H -1.14 4.55 -4.08
C 2.97 1.17 -4.71
C 1.21 0.36 -6.45
C 3.17 2.64 -4.99
H 3.66 0.48 -5.21
H 3.02 0.96 -3.61
H 3.06 2.83 -6.07
H 4.20 2.87 -4.69
H 2.47 3.25 -4.39
C 1.65 1.35 -7.47
H 0.11 0.31 -6.47
H 1.58 -0.63 -6.69
H 1.32 2.34 -7.23
H 1.28 1.16 -8.46
H 2.71 1.38 -7.56
H 1.21 -0.51 -4.32
Sc -0.68 1.17 -0.71
C 0.57 -0.95 -3.53
Si 0.03 -2.80 -2.98
H -0.38 -0.38 -3.72
H 1.01 -0.50 -2.64
C -1.03 -3.49 -4.37
C -0.86 -3.43 -1.47
C 1.73 -3.48 -2.88
C -0.94 2.37 0.94
Si 0.57 3.38 1.34
H -1.31 1.77 1.77
H -1.78 3.00 0.61
C 0.28 5.24 1.18
C 2.05 2.99 0.24
C 1.07 3.02 3.11
H 2.39 -2.77 -3.39
H 1.82 -4.44 -3.37
H 2.07 -3.57 -1.85
H -2.10 -3.30 -4.23
H -0.90 -4.57 -4.46
H -0.72 -3.03 -5.32
H -1.70 -2.87 -1.09
H -0.25 -3.60 -0.61
H -1.29 -4.42 -1.63
H 2.62 3.92 0.10
H 1.85 2.62 -0.77
H 2.71 2.26 0.72
H 1.99 3.54 3.36
H 1.22 1.94 3.24
H 0.28 3.35 3.80
H 0.82 5.75 2.00
H -0.79 5.49 1.27
H 0.65 5.64 0.22
O 0.52 -0.18 2.13
Cl 0.44 -0.69 0.83
O 0.97 -2.04 0.71
O -0.96 -0.69 0.36
O 1.10 0.21 -0.18
```

Computed properties:
Spin multiplicity: 1
HOMO, eV: -11.978
LUMO level, eV: -3.866
Strongest force on any atom, eV/A: 5.5
Total charge: +1
E_tot, eV: -78538.8019
Energy above the lowest of the compared OMol25 structures with the same formula, charge and spin, eV: 0.000

# 3
The following is a DFT calculation (the ωB97M-V functional and the def2-TZVPD basis) of C14H8F5HfN3S3Se2Te2 as an isolated structure in a non-equilibrium geometry.

Geometry as XYZ:
```
38
Properties=species:S:1:pos:R:3
Hf -0.10 -0.20 0.35
C -3.20 -2.07 -3.61
S -4.20 -1.19 -2.37
C -2.92 -0.75 -1.23
S -1.91 -1.96 -0.57
N -2.88 0.52 -1.00
N -1.88 1.03 -0.27
C -1.86 2.32 -0.10
C -0.79 2.92 0.63
C -0.80 4.30 0.87
C 0.19 4.87 1.65
C 1.17 4.04 2.18
C 1.14 2.69 1.87
N 0.20 2.13 1.11
H -3.89 -2.46 -4.34
H -2.64 -2.87 -3.14
H -2.53 -1.35 -4.08
H -2.66 2.93 -0.49
H -1.58 4.90 0.42
H 0.20 5.93 1.84
H 1.94 4.43 2.82
H 1.91 2.04 2.26
Se 2.54 -0.15 0.45
Te 2.00 -2.01 2.08
Te 0.66 -0.53 3.89
Se -1.49 -0.26 2.61
F 1.54 -5.06 -4.59
C 1.26 -3.87 -4.06
C 1.26 -3.70 -2.68
F 1.55 -4.71 -1.86
C 0.93 -2.46 -2.16
F 0.90 -2.34 -0.78
C 0.62 -1.34 -2.94
S 0.22 0.20 -2.27
C 0.63 -1.55 -4.33
F 0.30 -0.53 -5.13
C 0.94 -2.78 -4.88
F 0.91 -2.94 -6.21
```

Computed properties:
Spin multiplicity: 1
HOMO, eV: -7.797
LUMO level, eV: -1.793
Strongest force on any atom, eV/A: 1.7
Total charge: 0
E_tot, eV: -211799.9806
Energy above the lowest of the compared OMol25 structures with the same formula, charge and spin, eV: 0.515

What is the strongest force on any atom in the second record?
5.5 eV/A

Copy entry 3 word for word.
The following is a DFT calculation (the ωB97M-V functional and the def2-TZVPD basis) of C14H8F5HfN3S3Se2Te2 as an isolated structure in a non-equilibrium geometry.

Geometry as XYZ:
```
38
Properties=species:S:1:pos:R:3
Hf -0.10 -0.20 0.35
C -3.20 -2.07 -3.61
S -4.20 -1.19 -2.37
C -2.92 -0.75 -1.23
S -1.91 -1.96 -0.57
N -2.88 0.52 -1.00
N -1.88 1.03 -0.27
C -1.86 2.32 -0.10
C -0.79 2.92 0.63
C -0.80 4.30 0.87
C 0.19 4.87 1.65
C 1.17 4.04 2.18
C 1.14 2.69 1.87
N 0.20 2.13 1.11
H -3.89 -2.46 -4.34
H -2.64 -2.87 -3.14
H -2.53 -1.35 -4.08
H -2.66 2.93 -0.49
H -1.58 4.90 0.42
H 0.20 5.93 1.84
H 1.94 4.43 2.82
H 1.91 2.04 2.26
Se 2.54 -0.15 0.45
Te 2.00 -2.01 2.08
Te 0.66 -0.53 3.89
Se -1.49 -0.26 2.61
F 1.54 -5.06 -4.59
C 1.26 -3.87 -4.06
C 1.26 -3.70 -2.68
F 1.55 -4.71 -1.86
C 0.93 -2.46 -2.16
F 0.90 -2.34 -0.78
C 0.62 -1.34 -2.94
S 0.22 0.20 -2.27
C 0.63 -1.55 -4.33
F 0.30 -0.53 -5.13
C 0.94 -2.78 -4.88
F 0.91 -2.94 -6.21
```

Computed properties:
Spin multiplicity: 1
HOMO, eV: -7.797
LUMO level, eV: -1.793
Strongest force on any atom, eV/A: 1.7
Total charge: 0
E_tot, eV: -211799.9806
Energy above the lowest of the compared OMol25 structures with the same formula, charge and spin, eV: 0.515

Look up the strongest force on any atom of the first one.
5.3 eV/A